Record 1
Density functional theory data (the ωB97M-V functional and the def2-TZVPD basis) for a gas-phase ion, C8H10ClO3 (charge -1).

Properties
E_tot (eV): -27122.186
Net charge: -1
ΔE to the lowest compared entry with this formula, charge and spin (kcal/mol): 12.81

Each line ends with the natural charge from an NBO analysis.
Atoms and positions in Å:
C (1.350, -1.247, 0.452)  0.506
C (-2.647, -1.028, -0.416)  0.757
C (0.492, -0.159, 0.695)  -0.395
C (-1.515, 0.006, 0.188)  0.086
C (-0.293, 0.628, -0.370)  -0.139
C (2.387, -1.364, 1.577)  -0.694
C (-0.029, 0.229, -1.853)  -0.644
C (-0.241, 2.236, -0.257)  -0.612
O (-2.902, -0.521, -1.555)  -0.723
O (1.325, -1.992, -0.504)  -0.616
O (-3.257, -1.788, 0.311)  -0.681
Cl (-2.317, 0.801, 1.514)  -0.014
H (0.439, 0.327, 1.646)  0.205
H (1.848, -1.325, 2.515)  0.214
H (3.102, -0.574, 1.551)  0.211
H (3.046, -2.216, 1.553)  0.210
H (0.187, -0.896, -1.860)  0.259
H (0.821, 0.695, -2.237)  0.193
H (-0.962, 0.261, -2.431)  0.258
H (-0.491, 2.612, 0.737)  0.206
H (-1.070, 2.724, -0.720)  0.215
H (0.727, 2.589, -0.537)  0.201

Record 2
Density functional theory data (the ωB97M-V functional and the def2-TZVPD basis) for 2 unconnected molecules or ions with the total composition C8H10ClOP.

Properties
E_tot (eV): -32313.710
Net charge: 0
ΔE to the lowest compared entry with this formula, charge and spin (kcal/mol): 109.84

Each line ends with the natural charge from an NBO analysis.
Atoms and positions in Å:
C (-2.090, -1.941, 0.029)  -0.215
C (-1.097, -2.558, -0.683)  -0.197
C (-1.859, -0.770, 0.739)  -0.211
C (0.231, -2.079, -0.597)  -0.200
C (-0.518, -0.413, 0.983)  -0.195
C (0.518, -1.107, 0.341)  -0.416
C (-0.120, 2.434, -0.573)  -0.709
C (1.363, 2.339, -0.244)  0.131
O (1.461, 2.822, 1.024)  -0.688
P (2.176, -0.563, 0.739)  0.585
Cl (3.282, -1.609, -0.641)  -0.314
H (-3.045, -2.376, -0.011)  0.212
H (-1.321, -3.403, -1.390)  0.219
H (-2.482, -0.098, 1.297)  0.224
H (0.881, -2.498, -1.280)  0.222
H (-0.336, 0.428, 1.567)  0.212
H (-0.393, 2.959, -1.446)  0.230
H (-0.601, 2.777, 0.326)  0.227
H (-0.559, 1.407, -0.879)  0.228
H (2.119, 1.432, -0.570)  0.170
H (2.392, 2.816, 1.270)  0.486

Record 3
Density functional theory data (the ωB97M-V functional and the def2-TZVPD basis) for a molecular structure, C8H10CoF6N4O16.

Properties
E_tot (eV): -101099.784
Net charge: -2
ΔE to the lowest compared entry with this formula, charge and spin (kcal/mol): 22.04
Multiplicity: 4

Each line ends with the Mulliken spin population.
Atoms and positions in Å:
Co (-17.454, -11.447, -10.650)  2.829
N (-20.367, -10.544, -9.421)  0.002
O (-19.172, -10.576, -9.895)  0.019
O (-21.009, -9.495, -9.514)  0.005
O (-20.783, -11.562, -8.897)  0.004
N (-15.048, -13.071, -12.074)  0.000
O (-15.746, -12.048, -11.767)  0.023
O (-14.437, -13.065, -13.160)  0.004
O (-14.961, -13.999, -11.297)  0.003
N (-18.691, -14.492, -10.921)  0.004
O (-18.391, -13.253, -11.009)  0.022
O (-17.935, -15.327, -11.406)  0.004
O (-19.756, -14.793, -10.389)  0.005
N (-17.039, -13.017, -8.045)  -0.005
O (-18.028, -13.100, -7.330)  0.010
O (-16.811, -11.985, -8.761)  0.036
O (-16.276, -13.982, -8.173)  0.011
C (-16.284, -11.248, -14.814)  0.000
C (-17.448, -12.130, -14.413)  0.001
O (-18.741, -11.528, -14.583)  0.001
C (-19.086, -10.704, -13.612)  0.008
O (-18.459, -10.463, -12.622)  0.002
C (-20.492, -10.107, -13.858)  0.001
F (-20.390, -8.912, -14.461)  0.000
F (-21.257, -10.907, -14.601)  0.000
F (-21.091, -9.967, -12.682)  0.000
H (-15.405, -11.878, -14.919)  0.000
H (-16.172, -10.448, -14.084)  0.000
H (-16.446, -10.805, -15.803)  0.000
H (-17.347, -12.560, -13.413)  0.001
H (-17.380, -13.075, -14.959)  0.000
C (-19.335, -6.352, -11.323)  0.000
C (-18.466, -7.541, -11.632)  0.000
O (-17.096, -7.285, -11.256)  0.000
C (-16.372, -8.288, -10.836)  0.001
O (-16.757, -9.406, -10.655)  0.009
C (-14.910, -7.940, -10.470)  0.000
F (-14.108, -8.860, -10.977)  0.000
F (-14.525, -6.743, -10.940)  0.000
F (-14.823, -7.924, -9.139)  0.000
H (-18.989, -5.351, -11.587)  0.000
H (-19.384, -6.185, -10.233)  0.000
H (-20.387, -6.565, -11.506)  0.000
H (-18.423, -7.667, -12.714)  0.000
H (-18.881, -8.400, -11.102)  0.000

Record 4
Density functional theory data (the ωB97M-V functional and the def2-TZVPD basis) for a molecular structure, C8H10CuO3S.

Properties
E_tot (eV): -70051.416
Net charge: +2
Multiplicity: 2

Each line ends with the Mulliken spin population.
Atoms and positions in Å:
C (-0.434, -2.108, 1.025)  -0.028
C (-1.119, -0.763, 0.531)  0.327
C (-2.606, -0.679, 0.647)  -0.041
C (-3.265, 0.566, 0.220)  0.165
C (-2.429, 1.716, -0.284)  0.313
C (-0.913, 1.636, -0.406)  0.085
C (-0.254, 0.408, -0.014)  0.094
C (1.330, 0.211, -0.106)  0.010
O (1.918, 1.502, -0.086)  0.002
S (3.537, 1.561, -0.671)  0.000
O (4.352, 1.950, 0.467)  0.000
O (4.077, 0.028, -1.069)  0.000
H (0.443, -2.354, 0.355)  0.012
H (-0.006, -1.998, 2.069)  0.030
H (-1.166, -2.956, 1.015)  0.004
H (-3.228, -1.519, 1.038)  -0.002
H (-4.378, 0.643, 0.273)  0.004
H (-2.986, 2.653, -0.566)  0.004
H (-0.351, 2.519, -0.794)  0.007
H (1.515, -0.380, -1.074)  0.005
H (1.673, -0.361, 0.800)  0.005
H (3.584, -0.238, -1.879)  0.000
Cu (0.709, -2.039, -1.488)  0.006

Record 5
Density functional theory data (the ωB97M-V functional and the def2-TZVPD basis) for C8H10F3N in the gas phase.

Properties
E_tot (eV): -18095.427
Net charge: 0
Multiplicity: 3

Each line ends with the Mulliken spin population.
Atoms and positions in Å:
C (-1.809, 0.741, -0.312)  0.477
C (-1.103, 0.955, -1.448)  0.376
C (-1.594, -0.110, 0.868)  0.024
C (0.205, 0.538, -1.892)  0.080
C (-1.066, -1.349, 0.918)  0.394
C (1.358, 0.543, -1.213)  0.359
C (1.413, 0.947, 0.266)  0.009
C (-0.971, -1.939, 2.287)  -0.004
N (2.595, 0.391, -1.836)  0.119
F (-0.863, -3.273, 2.277)  0.005
F (0.095, -1.455, 3.003)  0.018
F (-2.041, -1.672, 3.133)  0.008
H (-2.688, 1.380, -0.342)  0.031
H (-1.601, 1.699, -2.264)  0.025
H (-1.803, 0.248, 1.901)  0.026
H (0.363, 0.409, -2.874)  0.012
H (-0.650, -2.052, 0.292)  0.033
H (0.587, 1.431, 0.576)  0.009
H (2.401, 1.422, 0.318)  0.004
H (1.387, 0.036, 0.726)  -0.002
H (3.281, 1.001, -1.552)  0.004
H (2.503, 0.110, -2.834)  -0.007

Record 6
Density functional theory data (the ωB97M-V functional and the def2-TZVPD basis) for a molecular structure, C8H10F3NO3RuS.

Properties
E_tot (eV): -37655.444
Net charge: 0
ΔE to the lowest compared entry with this formula, charge and spin (kcal/mol): 0.00
Multiplicity: 5

Each line ends with the Mulliken spin population.
Atoms and positions in Å:
C (-0.526, 1.119, -2.609)  0.168
C (0.877, 1.268, -2.374)  -0.041
C (1.052, 2.094, -1.219)  0.092
C (-0.247, 2.456, -0.733)  0.125
C (-1.225, 1.853, -1.593)  0.031
Ru (-0.086, 0.125, -0.565)  2.838
N (-1.379, -1.256, -0.529)  0.513
C (-0.464, -2.258, -1.020)  0.015
C (0.915, -1.593, -1.208)  0.089
H (2.000, 2.379, -0.773)  0.011
H (1.674, 0.828, -2.968)  0.001
H (-0.458, 3.071, 0.136)  0.010
H (-2.303, 1.938, -1.492)  0.001
H (-0.987, 0.544, -3.407)  0.002
H (1.289, -1.673, -2.246)  0.003
H (-0.404, -3.103, -0.307)  0.030
H (-2.377, -1.508, -0.500)  -0.001
H (1.680, -1.967, -0.508)  0.022
H (-0.827, -2.656, -1.987)  0.018
F (0.624, -0.972, 4.950)  0.001
C (0.347, 0.102, 4.189)  0.010
F (-0.782, 0.688, 4.610)  0.000
F (1.368, 0.968, 4.226)  0.000
S (0.102, -0.541, 2.300)  -0.024
O (1.440, -0.720, 1.807)  0.014
O (-0.647, -1.758, 2.384)  0.005
O (-0.657, 0.574, 1.433)  0.070

Record 7
Density functional theory data (the ωB97M-V functional and the def2-TZVPD basis) for a molecular structure, C8H10F5NORuTe.

Properties
E_tot (eV): -35451.441
Net charge: -1
Multiplicity: 6

Each line ends with the Mulliken spin population.
Atoms and positions in Å:
C (-1.222, -1.637, -1.070)  -0.043
C (-0.548, -0.903, -2.138)  0.274
C (-1.082, 0.430, -2.182)  -0.088
C (-2.075, 0.573, -1.140)  0.253
C (-2.220, -0.727, -0.466)  -0.012
Ru (-0.317, -0.178, 0.202)  2.302
C (1.962, -1.083, -0.077)  -0.138
C (2.029, -2.117, 0.787)  0.349
C (1.899, -3.173, 1.642)  -0.034
N (-0.364, -1.151, 1.398)  0.948
H (-0.766, 1.210, -2.828)  0.010
H (0.241, -1.284, -2.739)  0.009
H (-2.654, 1.433, -0.930)  0.013
H (-2.949, -0.984, 0.261)  0.006
H (-1.068, -2.650, -0.797)  0.000
H (2.000, -1.391, -1.123)  0.012
H (-0.405, -1.241, 2.525)  0.108
H (2.552, -0.131, -0.002)  0.007
H (2.683, -3.866, 1.546)  0.024
H (1.272, -3.392, 2.493)  0.024
F (1.920, 3.929, 0.381)  0.033
Te (0.171, 3.267, 0.652)  0.673
F (-1.644, 2.706, 0.894)  0.019
F (-0.108, 3.141, -1.229)  0.017
F (0.325, 3.492, 2.521)  0.028
F (-0.490, 5.044, 0.551)  0.051
O (0.801, 1.515, 0.763)  0.152

Record 8
Density functional theory data (the ωB97M-V functional and the def2-TZVPD basis) for C8H10FI in the gas phase.

Properties
E_tot (eV): -19274.169
Net charge: 0
ΔE to the lowest compared entry with this formula, charge and spin (kcal/mol): 0.00

Each line ends with the natural charge from an NBO analysis.
Atoms and positions in Å:
C (-2.159, -1.055, 0.906)  -0.603
C (-1.321, 0.158, 0.619)  -0.466
C (0.204, 0.139, 0.396)  -0.061
I (0.886, -1.078, 2.173)  0.059
C (0.757, 1.552, 0.487)  -0.233
C (2.043, 1.714, 0.025)  -0.194
C (2.810, 0.563, -0.462)  -0.204
C (2.195, -0.541, -1.002)  -0.214
C (0.710, -0.630, -0.953)  0.130
F (0.116, -0.275, -2.170)  -0.355
H (-1.618, -1.965, 0.442)  0.202
H (-3.034, -0.986, 0.310)  0.213
H (-2.353, -1.120, 1.942)  0.218
H (-1.439, 0.746, 1.514)  0.212
H (-1.875, 0.581, -0.255)  0.226
H (0.294, 2.413, 0.763)  0.221
H (2.650, 2.614, 0.138)  0.220
H (3.916, 0.560, -0.543)  0.220
H (2.882, -1.282, -1.505)  0.226
H (0.432, -1.708, -0.767)  0.184

Record 9
Density functional theory data (the ωB97M-V functional and the def2-TZVPD basis) for C8H10IN3 in the gas phase.

Properties
E_tot (eV): -21024.042
Net charge: 0
ΔE to the lowest compared entry with this formula, charge and spin (kcal/mol): 85.02

Each line ends with the natural charge from an NBO analysis.
Atoms and positions in Å:
C (1.138, 2.352, 1.608)  0.032
C (1.159, 2.588, 0.244)  -0.165
C (0.236, 0.604, 0.629)  0.203
C (-0.279, -0.603, 0.628)  0.117
C (-0.672, -1.142, -0.728)  -0.022
C (-1.688, -0.548, -1.321)  -0.370
C (-0.532, -1.320, 1.922)  -0.666
C (0.121, -2.415, -1.138)  -0.649
N (0.655, 1.144, 1.826)  -0.464
N (0.689, 1.545, -0.420)  -0.084
N (0.630, 1.209, -1.669)  -0.482
I (0.911, 2.520, -3.167)  0.267
H (1.345, 3.079, 2.369)  0.213
H (1.423, 3.502, -0.423)  0.231
H (-2.217, -0.780, -2.339)  0.216
H (-2.047, 0.411, -0.827)  0.200
H (0.313, -1.957, 2.128)  0.238
H (-1.555, -1.755, 1.863)  0.231
H (-0.457, -0.518, 2.649)  0.270
H (-0.399, -2.901, -1.980)  0.223
H (0.098, -3.050, -0.270)  0.221
H (1.125, -1.964, -1.583)  0.240

Record 10
Density functional theory data (the ωB97M-V functional and the def2-TZVPD basis) for C8H10INO2 in the gas phase.

Properties
E_tot (eV): -22140.857
Net charge: 0
ΔE to the lowest compared entry with this formula, charge and spin (kcal/mol): 57.47

Each line ends with the natural charge from an NBO analysis.
Atoms and positions in Å:
C (-0.608, -2.046, 0.644)  0.760
C (1.318, -1.517, -0.661)  0.667
C (-0.082, -0.024, 0.769)  -0.072
C (1.067, -0.152, -0.161)  -0.289
C (-0.186, 0.776, -0.507)  0.000
C (-0.107, 0.469, 2.191)  -0.658
C (-1.036, 0.129, -1.545)  -0.616
C (-0.094, 2.306, -0.539)  -0.595
N (0.281, -2.454, -0.269)  -0.690
O (-1.582, -2.519, 1.185)  -0.553
O (2.305, -1.904, -1.198)  -0.519
I (3.017, 0.735, 0.141)  0.123
H (0.366, -0.392, 2.902)  0.245
H (-1.169, 0.779, 2.347)  0.234
H (0.373, 1.460, 2.182)  0.224
H (-1.980, 0.124, -1.041)  0.222
H (-0.794, -0.812, -1.849)  0.213
H (-1.043, 0.679, -2.554)  0.213
H (0.219, 2.589, -1.431)  0.217
H (0.588, 2.599, 0.328)  0.223
H (-1.054, 2.621, -0.476)  0.216
H (0.202, -3.445, -0.458)  0.434